Entry A
{
  "formula": "C6H15NS",
  "method": "the ωB97M-V functional and the def2-TZVPD basis",
  "homo_ev": -8.50,
  "gap_ev": 9.445,
  "smiles": "CCNCCCCS",
  "symbols": ["C", "C", "N", "C", "C", "C", "C", "S", "H", "H", "H", "H", "H", "H", "H", "H", "H", "H", "H", "H", "H", "H", "H"],
  "coordinates": [[-3.261, 0.970, 1.363], [-2.195, -0.152, 1.131], [-0.821, 0.290, 1.248], [0.012, -0.009, 0.076], [1.385, 0.592, 0.265], [2.541, 0.033, -0.585], [2.147, -0.586, -1.923], [2.251, -2.413, -1.696], [-2.734, 1.852, 1.726], [-4.060, 0.541, 1.961], [-3.860, 1.286, 0.502], [-2.414, -0.874, 1.930], [-2.403, -0.711, 0.213], [-0.806, 1.263, 1.523], [-0.494, 0.232, -0.877], [0.074, -1.109, 0.071], [1.617, 0.535, 1.327], [1.344, 1.679, 0.069], [3.063, -0.730, 0.014], [3.345, 0.773, -0.652], [1.106, -0.511, -2.250], [2.752, -0.220, -2.758], [1.411, -2.730, -2.678]]
}


Entry B
{
  "formula": "C6H15NS",
  "method": "the ωB97M-V functional and the def2-TZVPD basis",
  "homo_ev": -8.18,
  "gap_ev": 8.963,
  "symbols": ["C", "C", "C", "C", "C", "C", "N", "S", "H", "H", "H", "H", "H", "H", "H", "H", "H", "H", "H", "H", "H", "H", "H"],
  "coordinates": [[3.153, 0.397, 0.101], [-1.317, -0.343, 1.501], [-2.268, 0.793, -0.355], [-1.109, -1.337, -0.891], [1.843, -0.256, 0.219], [-1.127, -0.081, 0.008], [0.824, 2.296, -0.180], [0.553, 0.825, -0.708], [3.205, 1.340, 0.623], [3.899, -0.105, 0.648], [3.407, 0.354, -0.998], [-2.265, -0.867, 1.759], [-0.611, -1.015, 1.935], [-1.368, 0.637, 2.047], [-2.324, 0.872, -1.519], [-2.260, 1.705, 0.149], [-3.080, 0.109, -0.167], [-0.284, -2.106, -0.818], [-1.991, -2.018, -0.697], [-1.081, -0.919, -1.820], [1.457, -0.288, 1.157], [2.022, -1.322, -0.236], [0.856, 2.979, -0.916]]
}


Of them, entry B has the lowest stability.


Entry A
{
  "formula": "C9H16N3O",
  "method": "the ωB97M-V functional and the def2-TZVPD basis",
  "total_charge": 1,
  "homo_ev": -11.68,
  "gap_ev": 8.728,
  "symbols": ["C", "C", "N", "N", "N", "H", "H", "H", "H", "H", "H", "H", "H", "C", "C", "C", "C", "C", "C", "C", "O", "H", "H", "H", "H", "H", "H", "H", "H"],
  "coordinates": [[2.535, -1.289, -1.349], [2.114, 1.090, -0.788], [1.987, -0.223, -0.455], [3.226, 1.548, -1.311], [1.033, 1.860, -0.649], [1.157, -0.433, 0.078], [4.094, 1.065, -1.464], [3.404, 2.539, -1.316], [0.493, 1.778, 0.193], [0.929, 2.754, -1.097], [2.853, -0.759, -2.239], [1.665, -1.901, -1.600], [3.257, -1.989, -0.917], [-1.205, 0.639, 2.934], [-1.622, 0.838, 0.437], [-1.635, 0.067, 1.642], [-1.964, 0.267, -0.751], [-2.127, -1.117, -0.846], [-1.933, -1.301, 1.542], [-1.984, -1.879, 0.277], [-2.328, -1.637, -2.113], [-1.213, 1.836, 0.555], [-2.145, 0.855, -1.640], [-1.847, 0.257, 3.740], [-1.397, 1.677, 3.299], [-1.933, -1.826, 2.489], [-3.145, -2.146, -2.043], [-2.042, -2.950, 0.077], [-0.230, 0.380, 3.313]]
}


Entry B
{
  "formula": "C9H16N3O",
  "method": "the ωB97M-V functional and the def2-TZVPD basis",
  "total_charge": 1,
  "homo_ev": -12.07,
  "gap_ev": 8.843,
  "symbols": ["C", "C", "N", "N", "N", "H", "H", "H", "H", "H", "H", "H", "H", "C", "C", "C", "C", "C", "C", "C", "O", "H", "H", "H", "H", "H", "H", "H", "H"],
  "coordinates": [[2.177, 0.186, -1.875], [1.060, -1.766, -1.002], [0.956, -0.554, -1.547], [2.069, -2.651, -1.235], [0.047, -2.227, -0.289], [0.311, 0.143, -1.151], [2.011, -3.349, -1.970], [3.003, -2.264, -1.232], [-0.926, -1.951, -0.261], [0.163, -3.193, -0.027], [2.868, 0.357, -1.049], [1.975, 1.081, -2.445], [2.852, -0.424, -2.496], [1.344, 2.287, 1.979], [-1.544, -0.059, 1.593], [-0.321, 0.488, 2.002], [-2.044, 0.344, 0.362], [0.183, 1.590, 1.286], [-1.507, 1.369, -0.412], [-0.437, 2.088, 0.169], [-3.048, -0.394, -0.268], [-1.872, -0.922, 2.160], [0.097, 0.142, 2.936], [-3.872, -0.394, 0.260], [-1.892, 1.502, -1.411], [1.209, 2.477, 3.051], [1.513, 3.276, 1.553], [-0.234, 3.082, -0.216], [2.239, 1.659, 2.053]]
}


Of them, entry A has the lowest stability.


Entry A
{
  "formula": "C5H13O",
  "method": "the ωB97M-V functional and the def2-TZVPD basis",
  "total_charge": 1,
  "homo_ev": -16.20,
  "gap_ev": 13.429,
  "symbols": ["C", "C", "C", "C", "C", "O", "H", "H", "H", "H", "H", "H", "H", "H", "H", "H", "H", "H", "H"],
  "coordinates": [[-0.699, 0.483, -1.645], [1.158, 1.585, -0.287], [-0.823, -0.016, 1.550], [0.230, -1.956, 0.690], [0.462, 0.231, -0.730], [0.188, -0.555, 0.616], [-1.097, 1.557, -1.537], [-1.602, -0.201, -1.375], [-0.500, 0.398, -2.655], [1.271, 2.160, -1.206], [2.152, 1.208, 0.026], [0.672, 2.268, 0.337], [-0.685, -0.471, 2.528], [-0.817, 1.003, 1.512], [-1.936, -0.263, 1.250], [-0.709, -2.429, 0.562], [0.918, -2.291, -0.098], [0.624, -2.155, 1.603], [1.194, -0.557, -1.142]]
}


Entry B
{
  "formula": "C5H13O",
  "method": "the ωB97M-V functional and the def2-TZVPD basis",
  "total_charge": 1,
  "homo_ev": [-14.10, -13.98],
  "gap_ev": [9.350, 9.262],
  "symbols": ["C", "C", "C", "C", "C", "O", "H", "H", "H", "H", "H", "H", "H", "H", "H", "H", "H", "H", "H"],
  "coordinates": [[0.945, 0.179, -1.343], [-1.070, 1.522, -0.671], [-1.139, -1.350, 0.504], [0.951, -0.680, 1.508], [0.097, 0.754, -0.314], [-0.233, -0.269, 0.802], [1.302, 0.951, -1.931], [0.274, -0.446, -2.014], [1.737, -0.482, -1.132], [-1.327, 2.219, 0.159], [-1.972, 0.909, -0.812], [-0.882, 2.026, -1.582], [-0.948, -2.149, 1.180], [-2.235, -1.034, 0.485], [-0.888, -1.701, -0.452], [1.685, 0.147, 1.452], [0.641, -0.982, 2.476], [1.564, -1.449, 1.074], [1.498, 1.835, 0.609]]
}


Of them, entry B has the lowest stability.


Entry A
{
  "formula": "C3H7N3S2",
  "method": "the ωB97M-V functional and the def2-TZVPD basis",
  "homo_ev": -8.53,
  "gap_ev": 8.612,
  "smiles": "CC(=S)NS/C=N\\N",
  "symbols": ["C", "C", "S", "N", "S", "C", "N", "N", "H", "H", "H", "H", "H", "H", "H"],
  "coordinates": [[1.772, 1.417, 0.531], [1.731, 0.017, -0.087], [2.979, -1.114, -0.156], [0.541, -0.369, -0.680], [-0.805, 0.705, -1.041], [-1.718, 0.430, 0.432], [-2.098, -0.761, 0.737], [-1.880, -1.752, -0.107], [1.957, 2.174, -0.357], [2.745, 1.379, 1.045], [0.880, 1.624, 1.050], [0.659, -1.287, -1.271], [-2.186, 1.285, 0.930], [-2.787, -2.229, 0.068], [-1.788, -1.520, -1.093]]
}


Entry B
{
  "formula": "C3H7N3S2",
  "method": "the ωB97M-V functional and the def2-TZVPD basis",
  "homo_ev": -8.29,
  "gap_ev": 8.870,
  "smiles": "CN(C=S)/N=C\\NS",
  "symbols": ["C", "N", "C", "S", "N", "C", "N", "S", "H", "H", "H", "H", "H", "H", "H"],
  "coordinates": [[1.841, -1.032, -1.404], [1.214, -0.273, -0.355], [1.050, 1.067, -0.381], [0.379, 2.066, 0.748], [0.992, -0.975, 0.835], [-0.212, -1.148, 1.232], [-1.468, -0.978, 0.676], [-1.914, -0.437, -0.836], [2.664, -1.549, -1.012], [1.149, -1.838, -1.817], [2.103, -0.372, -2.234], [1.443, 1.505, -1.319], [-0.272, -1.578, 2.275], [-2.172, -0.846, 1.397], [-1.604, 0.869, -0.653]]
}


Of them, entry A has the lowest stability.